A molecular structure, C17H25N2O9PPt, computed with ωB97M-V/def2-TZVPD.

Each line ends with the natural charge from an NBO analysis.
Positions of all 55 atoms, in Å:
C: 1.170 2.199 1.692  -0.66
C: 2.013 2.955 0.689  0.07
O: 2.142 4.337 1.148  -0.65
C: 1.404 3.061 -0.711  -0.29
N: 1.825 1.973 -1.635  -0.46
C: 0.759 1.003 -1.825  -0.26
C: 1.104 -0.062 -2.875  -0.11
O: 1.187 -1.368 -2.305  -0.40
C: 0.180 -1.748 -1.543  0.37
C: 0.467 -2.537 -0.450  0.09
C: 1.828 -2.999 -0.169  -0.48
C: 2.806 -1.872 0.223  -0.49
C: 3.813 -2.456 1.212  0.78
O: 3.448 -2.931 2.262  -0.52
O: 5.112 -2.472 0.845  -0.65
C: -0.642 -2.938 0.447  0.45
O: -0.505 -3.909 1.184  -0.41
C: -1.890 -2.127 0.451  0.04
C: -2.768 -2.300 1.631  -0.55
C: -3.157 -1.045 2.364  0.13
N: -4.365 -0.677 2.310  -0.58
C: -2.151 -1.367 -0.639  0.09
C: -3.371 -0.531 -0.780  -0.89
P: -2.885 1.192 -0.410  2.37
O: -1.586 1.210 0.323  -1.17
O: -2.756 1.957 -1.793  -0.97
O: -4.001 1.936 0.403  -0.95
C: -1.236 -1.342 -1.810  0.42
O: -1.621 -0.977 -2.902  -0.50
H: 0.359 2.807 2.098  0.21
H: 0.729 1.291 1.301  0.26
H: 1.794 1.907 2.531  0.25
H: 3.027 2.575 0.664  0.21
H: 1.875 4.376 2.083  0.51
H: 0.316 3.104 -0.633  0.22
H: 1.754 3.990 -1.144  0.24
H: 2.554 1.458 -1.147  0.36
H: -0.121 1.528 -2.155  0.22
H: 0.498 0.555 -0.853  0.23
H: 0.390 0.002 -3.683  0.25
H: 2.067 0.145 -3.316  0.24
H: 1.836 -3.786 0.569  0.30
H: 2.217 -3.441 -1.085  0.27
H: 2.309 -1.038 0.699  0.22
H: 3.344 -1.526 -0.650  0.22
H: 5.341 -1.685 0.345  0.49
H: -3.686 -2.777 1.305  0.28
H: -2.270 -2.960 2.329  0.28
H: -2.434 -0.486 2.949  0.18
H: -4.536 0.157 2.865  0.35
H: -4.196 -0.867 -0.169  0.32
H: -3.717 -0.506 -1.807  0.29
H: -2.362 1.397 -2.468  0.52
H: -3.537 2.438 1.081  0.52
Pt: 0.123 5.180 0.953  0.72

Summary:
- Lowest unoccupied orbital energy: -12.3 eV
- Spin multiplicity: 1
- F_max: 0.040 Eh/bohr
- Highest occupied orbital energy: -14.59 eV
- Frontier orbital gap: 2.25 eV
- Charge: +2

---

2 unconnected molecules or ions with the total composition H8OSi3, computed with ωB97M-V/def2-TZVPD.

Each line ends with the natural charge from an NBO analysis.
Positions of all 12 atoms, in Å:
O: -0.842 0.351 0.486  -1.30
Si: -2.241 -0.369 0.076  1.26
Si: 2.148 -0.586 0.160  0.34
Si: 0.551 1.055 0.051  1.13
H: -1.940 -1.403 -0.912  -0.21
H: -3.136 0.653 -0.447  -0.20
H: -2.685 -0.937 1.347  -0.20
H: 2.324 -1.311 -1.100  -0.11
H: 3.453 -0.031 0.545  -0.13
H: 1.834 -1.602 1.182  -0.12
H: 0.533 2.351 0.710  -0.18
H: 0.001 1.828 -2.100  -0.29

Summary:
- Lowest unoccupied orbital energy: -0.1 eV
- Spin multiplicity: 1
- F_max: 0.070 Eh/bohr
- Highest occupied orbital energy: -8.91 eV
- Frontier orbital gap: 8.76 eV
- Charge: 0

---

2 unconnected molecules or ions with the total composition H4I2Si2, computed with ωB97M-V/def2-TZVPD.

Each line ends with the natural charge from an NBO analysis.
Positions of all 8 atoms, in Å:
Si: 0.525 0.314 -0.341  0.54
Si: -0.514 -1.798 -0.942  0.29
I: -1.582 -1.564 -3.143  -0.18
I: 1.387 -3.262 -1.319  -0.19
H: 1.814 -0.272 -0.317  -0.13
H: 0.238 1.191 -1.361  -0.14
H: 0.074 1.013 0.851  -0.13
H: -1.714 -3.064 0.008  -0.06

Summary:
- Lowest unoccupied orbital energy: -0.4 eV
- Spin multiplicity: 1
- F_max: 0.065 Eh/bohr
- Highest occupied orbital energy: -9.39 eV
- Frontier orbital gap: 9.00 eV
- Charge: 0

---

2 unconnected molecules or ions with the total composition C3H3N4O3P, computed with ωB97M-V/def2-TZVPD.

Each line ends with the natural charge from an NBO analysis.
Positions of all 14 atoms, in Å:
C: -1.045 0.323 -0.311  0.29
C: -1.065 -1.153 -2.105  0.37
C: -1.788 1.520 -2.156  0.90
N: -0.685 -0.791 -0.790  -0.53
N: -1.243 1.459 -1.045  -0.65
N: -2.162 -0.998 -2.617  -0.78
N: 0.030 -1.930 -2.669  -0.92
O: 4.241 0.133 6.398  -1.17
O: 2.723 2.099 6.827  -1.17
O: -2.102 2.119 -3.095  -0.55
P: 3.806 1.503 5.958  1.34
H: -1.001 0.730 0.767  0.15
H: -0.403 -2.708 -3.317  0.36
H: 0.696 -2.308 -1.843  0.35

Summary:
- Lowest unoccupied orbital energy: 5.4 eV
- Spin multiplicity: 1
- F_max: 0.068 Eh/bohr
- Highest occupied orbital energy: -1.17 eV
- Frontier orbital gap: 6.58 eV
- Charge: -2